Computed, not measured: the molecule C7H9N in a non-equilibrium geometry, with the ωB97M-V functional and the def2-TZVPD basis.

* frontier orbital gap: 0.291 hartree
* E_tot: -8890.747 eV
* spin multiplicity: 1
* net charge: 0
* E_LUMO: 0.92 eV
* HOMO energy: -6.99 eV

XYZ file:
```
17
Properties=species:S:1:pos:R:3:forces:R:3
N -1.535258 0.372201 -1.348447 -0.887 0.008 -0.023
C 0.322563 1.426928 -0.364449 -3.748 -7.592 0.616
C 1.238427 0.541148 0.476523 1.739 1.321 -2.918
C -0.567803 0.030387 -0.513054 3.389 6.351 -0.209
C 0.059636 -1.633030 1.301642 3.107 0.318 1.251
C -0.393535 2.343428 -1.025329 -0.988 1.807 -1.282
C 0.531175 -0.768181 0.127530 -0.619 -0.454 0.331
C -1.528729 1.768980 -1.618802 0.640 -3.119 0.707
H -2.410710 1.968554 -2.134793 -0.897 1.626 -0.861
H -0.575904 -1.105081 1.983880 -0.518 0.628 0.120
H -0.483140 -2.426112 0.881841 -0.600 -1.536 -0.148
H 0.955307 -1.972534 2.001175 -1.682 0.253 -1.729
H 1.080396 -1.322235 -0.636847 0.141 -0.281 0.287
H 2.258186 0.667365 0.010857 -0.432 -0.520 1.497
H 1.043937 0.838516 1.449885 0.781 0.235 2.268
H -2.302214 -0.259022 -1.637465 0.658 0.853 0.111
H -0.152223 3.389546 -1.151096 -0.084 0.102 -0.019
```
Forces are in eV/Å.

=====

Computed, not measured: the molecule C6H6 in a non-equilibrium geometry, with the ωB97M-V functional and the def2-TZVPD basis.

* frontier orbital gap (alpha / beta): 0.181 / 0.250 hartree
* E_tot: -6308.993 eV
* spin multiplicity: 3
* net charge: 0
* E_LUMO (alpha / beta): 1.16 / -1.75 eV
* HOMO energy (alpha / beta): -3.78 / -8.54 eV

XYZ file:
```
12
Properties=species:S:1:pos:R:3:forces:R:3
C -1.003925 -1.111674 0.519785 0.287 0.936 0.840
C 0.391285 -1.608727 0.772051 0.244 -0.558 -0.270
C 0.330597 2.464853 -0.570948 3.338 6.262 -2.576
C -0.188159 1.350046 -0.148895 -5.169 -4.098 3.994
C 0.121423 -0.761880 -0.435417 2.338 -5.450 -0.693
C -0.656487 0.259160 0.258160 -0.530 2.852 -0.639
H 0.952385 -1.165073 1.587534 -0.039 0.053 0.038
H 0.032446 2.901062 -1.510852 -0.200 0.316 0.009
H -1.944001 -1.607838 0.410356 -0.200 -0.236 -0.350
H 1.139060 2.949451 -0.047236 0.227 0.019 -0.088
H 0.241916 -1.003769 -1.473253 -0.142 0.018 -0.174
H 0.583461 -2.665612 0.638714 -0.154 -0.113 -0.091
```
Forces are in eV/Å.

=====

Computed, not measured: the molecule C7H10N2OS in a non-equilibrium geometry, with the ωB97M-V functional and the def2-TZVPD basis.

* frontier orbital gap: 0.376 hartree
* E_tot: -23284.029 eV
* spin multiplicity: 1
* net charge: 0
* E_LUMO: 0.49 eV
* HOMO energy: -9.74 eV

XYZ file:
```
21
Properties=species:S:1:pos:R:3:forces:R:3
S 2.565871 0.530136 -0.907941 -0.142 -0.200 0.130
O 1.041121 -2.017824 -1.924365 -0.193 0.118 0.281
N 0.715875 2.208804 -2.278048 0.398 -0.395 0.308
N -0.815766 -1.379565 -0.827282 -0.196 -0.650 -0.857
C 1.462007 -0.648072 -0.019367 -0.195 -0.393 -0.143
C -0.093252 1.078082 1.160773 -0.220 0.615 0.556
C 1.445372 1.512582 -1.708572 -0.402 0.344 -0.270
C 0.529748 -1.392861 -1.010448 0.316 0.203 -0.160
C -1.288412 0.852013 0.221747 0.028 -0.213 -0.206
C 0.866794 -0.101572 1.270432 -0.049 -0.050 0.357
C -1.677405 -0.618336 0.064950 0.345 -0.133 0.858
H -1.766274 -1.122005 1.057711 0.192 0.342 -0.508
H 0.353475 -0.938540 1.775809 0.167 0.176 -0.197
H -2.659556 -0.690012 -0.360647 -0.508 0.080 -0.295
H 2.174610 -1.444438 0.249274 -0.051 0.316 -0.110
H -0.476164 1.302812 2.187964 0.338 -0.239 -0.694
H 1.697194 0.173449 1.932444 -0.127 -0.021 -0.116
H -1.068457 1.262214 -0.772817 -0.136 -0.130 0.215
H -1.283573 -1.938292 -1.561206 0.467 0.557 0.764
H 0.443246 1.992301 0.847210 -0.136 -0.399 0.103
H -2.166454 1.379124 0.602378 0.104 0.072 -0.016
```
Forces are in eV/Å.

=====

Computed, not measured: a structure of composition C18H41FeN2O2P3 in a non-equilibrium geometry, with the ωB97M-V functional and the def2-TZVPD basis.

* frontier orbital gap (alpha / beta): 0.163 / 0.134 hartree
* E_tot: -88630.782 eV
* spin multiplicity: 6
* net charge: +3
* E_LUMO (alpha / beta): -11.30 / -12.07 eV
* HOMO energy (alpha / beta): -15.72 / -15.72 eV

XYZ file:
```
67
Properties=species:S:1:pos:R:3:forces:R:3
Fe 0.207338 -0.145816 1.057664 -2.724 1.635 0.452
P -0.811988 -2.072585 0.507030 -1.258 -3.264 -1.478
P 1.333635 1.734866 0.613045 2.402 3.615 -1.406
P 1.701413 -1.015874 2.457918 2.902 -1.350 3.100
O -1.498295 0.401181 3.116922 1.043 -0.193 -0.735
O -1.549841 1.029560 -0.998446 0.541 -0.461 -0.220
N -1.579389 -0.518010 5.207106 0.242 0.680 -0.744
N -0.356172 1.416625 4.862321 -0.727 -0.412 -0.578
C -2.354725 0.802029 -4.494741 -0.701 0.392 0.573
C -1.191467 0.446310 4.323447 0.214 -0.225 1.093
C 1.538649 2.887450 2.049648 -0.641 -0.502 0.924
C -0.059897 0.061712 -4.151582 0.400 -0.027 0.942
C 0.623778 2.967015 -0.537906 -0.650 -0.690 -0.325
C 0.340106 -3.327352 -0.186132 0.168 0.388 0.108
C -1.154706 0.282988 -4.992932 -0.028 0.041 -0.437
C -1.405540 0.834099 -2.251813 -0.242 0.055 0.736
C -2.504775 1.083957 -3.155934 0.328 -0.170 -0.265
C 1.171379 -2.289348 3.665368 -0.787 -0.390 0.023
C -1.743418 1.425730 -7.748139 -0.654 0.371 -0.357
C -2.159790 -2.020279 -0.721918 0.027 0.850 -0.255
C -0.177469 0.332288 -2.807431 0.245 -0.277 -0.591
C -1.687317 -2.970597 1.849451 0.121 0.429 0.566
C 2.524574 0.111764 3.650239 -0.055 0.623 -0.104
C -2.865443 2.046328 -7.352560 0.462 -0.199 -0.826
C 3.065281 1.589935 0.002526 -0.255 -0.707 0.030
C 3.126113 -1.812308 1.630693 -0.227 0.139 -0.672
H 3.448596 2.595610 -0.219040 -0.225 -0.242 0.134
H -0.251095 -4.102003 -0.691648 0.147 0.153 0.180
H 2.490631 3.432207 1.950364 -0.253 -0.335 -0.199
H 1.002945 -2.839178 -0.912782 -0.147 -0.254 0.067
H -1.053753 0.096710 -6.058826 -0.090 -0.045 0.313
H 1.766542 0.619101 4.268861 0.267 -0.240 -0.236
H -3.819385 1.509498 -7.314961 0.332 0.184 0.070
H -2.720903 -1.090533 -0.557922 -0.069 -0.342 -0.162
H 0.947020 -3.780178 0.608354 -0.197 0.024 -0.224
H 3.168546 -0.484094 4.313801 -0.169 0.000 -0.344
H -1.467734 -0.363007 6.198285 -0.183 -0.148 -0.046
H 0.877524 -0.315344 -4.551719 -0.180 0.039 0.000
H -3.174869 1.030085 -5.173992 0.277 -0.216 0.127
H -0.808997 1.967825 -7.928607 -0.345 -0.172 0.175
H -1.759761 0.367496 -8.039941 0.015 0.398 0.171
H 0.664632 0.144765 -2.137128 -0.103 0.086 -0.225
H -2.811773 -2.892600 -0.583668 0.316 0.224 -0.051
H -3.415959 1.480118 -2.720474 0.038 -0.026 -0.165
H -2.297628 -1.154198 4.902099 -0.062 -0.021 0.140
H -2.036235 -2.244444 2.596422 -0.002 -0.304 -0.120
H 3.831730 -2.167462 2.392019 -0.235 0.145 -0.055
H 0.735627 0.070853 -0.417718 -0.326 0.161 0.503
H 3.057342 0.992328 -0.918188 0.163 0.163 0.148
H 2.790712 -2.662545 1.026594 0.153 0.153 0.133
H 1.110024 3.943497 -0.402719 0.038 -0.425 0.124
H -1.745655 -2.008315 -1.737494 -0.106 0.046 0.206
H -0.378705 2.294215 4.356868 -0.046 -0.065 0.199
H -2.902105 3.130410 -7.221986 0.059 -0.356 0.175
H 1.839303 -3.160369 3.601961 -0.146 0.277 -0.076
H 3.136200 0.867455 3.144285 -0.042 -0.201 0.144
H 3.714883 1.102170 0.741350 -0.117 0.205 -0.217
H -2.557963 -3.472993 1.408659 0.314 0.152 0.116
H 0.141276 -2.619161 3.484576 0.412 0.061 0.210
H 3.634357 -1.100804 0.970035 -0.020 -0.207 0.129
H 1.222023 -1.886260 4.688150 -0.030 -0.018 -0.442
H -0.398854 1.510758 5.869278 0.101 0.229 -0.085
H -0.449973 3.033371 -0.314214 0.279 0.177 -0.178
H 1.523539 2.366197 3.014124 0.075 0.320 -0.263
H 0.710133 3.610990 2.026782 0.216 -0.289 -0.024
H 0.742834 2.614284 -1.570001 -0.072 0.192 0.213
H -1.037073 -3.718097 2.316291 -0.186 0.165 -0.117
```
Forces are in eV/Å.

=====

> What is the formula in the second record?

C6H6

=====

> The highest E_tot belongs to which entry?

C6H6

=====

> net charge of number 4 (C18H41FeN2O2P3)?

+3